(1)
Formula: C6H9NO2
Source: the Open Molecules 2025 dataset
Level of theory: ωB97M-V with the def2-TZVPD basis set

Summary:
Relative energy (zero: lowest compared OMol25 entry of this formula, charge and spin) = 324.32 kJ/mol
Net charge = 0
Gap between HOMO and LUMO = 9.442 eV
Structure (SMILES) = C=C=NC.O=C=O.C=C

Bonds (Å) are listed after each position.
Atoms and positions in Å:
1 C 3.06613 -3.30757 1.34861  O6 1.132, O18 1.160
2 C 0.95550 -1.08783 -0.35462  C4 1.268, H11 1.046, H12 1.000
3 N -0.95048 1.47049 0.02337  C10 1.180, C14 1.521
4 C 0.35696 -1.88899 -1.13447  C2 1.268, H5 1.033, H17 1.054
5 H -0.65740 -1.74638 -1.27019  C4 1.033
6 O 3.55796 -2.44963 1.89887  C1 1.132
7 C -1.06081 3.64784 1.16613  C10 1.282, H15 1.157, H16 1.123
8 H -2.97403 0.83642 -0.53960  C14 1.064
9 H -1.89713 1.33445 -1.96726  C14 1.134
10 C -0.97201 2.52221 0.55867  N3 1.180, C7 1.282
11 H 1.99172 -1.22387 -0.32527  C2 1.046
12 H 0.42016 -0.41069 0.15096  C2 1.000
13 H -1.60237 -0.06921 -0.93329  C14 1.031
14 C -1.98507 0.88833 -0.92799  N3 1.521, H8 1.064, H9 1.134, H13 1.031
15 H -1.21547 3.68313 2.31263  C7 1.157
16 H -0.57469 4.59501 0.80987  C7 1.123
17 H 0.97384 -2.59463 -1.61666  C4 1.054
18 O 2.56718 -4.19909 0.80026  C1 1.160

These are the Löwdin partial charges, in e, on atoms 1 to 5:
1 C -0.4539
2 C -0.0560
3 N 0.0395
4 C -0.0519
5 H 0.0185

(2)
Formula: C6H9N2O2
Source: the Open Molecules 2025 dataset
Level of theory: ωB97M-V with the def2-TZVPD basis set

Summary:
Relative energy (zero: lowest compared OMol25 entry of this formula, charge and spin) = 70.82 kJ/mol
Net charge = -1
Gap between HOMO and LUMO = 8.431 eV

Bonds (Å) are listed after each position.
Atoms and positions in Å:
1 H -4.44386 0.27688 -2.05336  C8 1.090
2 C 2.44664 -0.36922 0.70947  C3 1.379, N11 1.364, C14 1.497
3 C 1.20170 -0.17086 1.26958  C2 1.379, H12 1.074, N13 1.355
4 H -3.40543 1.63307 -1.79552  C8 1.088
5 C 1.01302 -0.76576 -0.83157  N11 1.317, N13 1.346, H19 1.078
6 H 3.69579 1.25764 1.25952  C14 1.085
7 O -2.91944 -0.47785 0.51183  C10 1.254
8 C -3.88906 0.80687 -1.27916  H1 1.090, H4 1.088, C10 1.535, H17 1.088
9 H 3.88258 -0.35446 2.21785  C14 1.091
10 C -2.83151 -0.13797 -0.69177  O7 1.254, C8 1.535, O15 1.258
11 N 2.29786 -0.85138 -0.55760  C2 1.364, C5 1.317
12 H 1.01421 0.18471 2.26596  C3 1.074
13 N 0.32335 -0.50469 0.29389  C3 1.355, C5 1.346, H16 1.022
14 C 3.72087 0.17294 1.27714  C2 1.497, H6 1.085, H9 1.091, H18 1.088
15 O -1.80066 -0.30936 -1.39168  C10 1.258
16 H -0.69630 -0.51493 0.35876  N13 1.022
17 H -4.54121 1.14198 -0.47596  C8 1.088
18 H 4.53761 -0.10311 0.61400  C14 1.088
19 H 0.39386 -0.91450 -1.70136  C5 1.078

These are the Löwdin partial charges, in e, on atoms 1 to 5:
1 H 0.0550
2 C -0.4041
3 C -0.0872
4 H 0.0576
5 C -0.2024

(3)
Formula: C5H8Cl2
Source: the Open Molecules 2025 dataset
Level of theory: ωB97M-V with the def2-TZVPD basis set

Summary:
Relative energy (zero: lowest compared OMol25 entry of this formula, charge and spin) = 156.87 kJ/mol
Net charge = 0
Gap between HOMO and LUMO = 10.624 eV
Structure (SMILES) = C[C@@]1(Cl)C[C@@]1(C)Cl

Bonds (Å) are listed after each position.
Atoms and positions in Å:
1 H -1.37177 -2.34837 -0.31561  C10 1.014
2 Cl 2.21930 -0.29697 -0.41129  C12 1.836
3 H 1.16586 2.68621 -0.07392  C14 1.126
4 H 0.38358 -2.59373 0.00098  C10 1.189
5 H 0.62813 -0.67221 1.98976  C8 1.044
6 H -0.49700 0.78864 1.94857  C8 1.108
7 Cl -2.09834 0.16889 -0.40149  C11 1.776
8 C 0.09507 0.01786 1.41559  H5 1.044, H6 1.108, C11 1.575, C12 1.519
9 H 0.37029 2.02406 -1.63604  C14 1.196
10 C -0.46780 -1.92486 -0.49147  H1 1.014, H4 1.189, C11 1.510, H15 1.124
11 C -0.53754 -0.52872 0.08063  Cl7 1.776, C8 1.575, C10 1.510, C12 1.546
12 C 0.63011 0.48422 0.07298  Cl2 1.836, C8 1.519, C11 1.546, C14 1.512
13 H -0.66032 2.19915 -0.12228  C14 1.208
14 C 0.46165 1.89284 -0.45062  H3 1.126, H9 1.196, C12 1.512, H13 1.208
15 H -0.32123 -1.89701 -1.60578  C10 1.124

These are the Löwdin partial charges, in e, on atoms 1 to 5:
1 H 0.0101
2 Cl 0.5919
3 H 0.0816
4 H 0.1220
5 H 0.0797

(4)
Formula: C4H8N4O
Source: the Open Molecules 2025 dataset
Level of theory: ωB97M-V with the def2-TZVPD basis set

Summary:
Relative energy (zero: lowest compared OMol25 entry of this formula, charge and spin) = 516.89 kJ/mol
Net charge = 0
Gap between HOMO and LUMO = 10.040 eV
Structure (SMILES) = [H]/N=C/C(C)=N/[H].N#CON

Bonds (Å) are listed after each position.
Atoms and positions in Å:
1 C 1.45029 -0.90714 1.14647  H6 1.088, H9 1.092, H10 1.086, C15 1.491
2 N 1.84128 -0.13198 -1.59509  C12 1.240, H14 1.016
3 N -1.39466 -2.06926 0.15792  C17 1.158
4 N -0.08640 1.03120 1.09344  H5 1.020, C15 1.276
5 H -0.02022 0.98369 2.11018  N4 1.020
6 H 1.32567 -0.92723 2.22738  C1 1.088
7 H 0.51760 1.49160 -1.28160  C12 1.093
8 H -2.20572 0.97816 0.47952  N11 1.036
9 H 1.10547 -1.88027 0.79048  C1 1.092
10 H 2.48916 -0.81647 0.84169  C1 1.086
11 N -2.69977 0.86234 -0.42391  H8 1.036, O13 1.447, H16 1.016
12 C 1.06261 0.59869 -0.96386  N2 1.240, H7 1.093, C15 1.604
13 O -1.86125 -0.07328 -1.14134  N11 1.447, C17 1.305
14 H 2.03257 0.05830 -2.57457  N2 1.016
15 C 0.60107 0.13492 0.50032  C1 1.491, N4 1.276, C12 1.604
16 H -2.74900 1.74597 -0.92355  N11 1.016
17 C -1.40870 -1.07923 -0.44348  N3 1.158, O13 1.305

These are the Löwdin partial charges, in e, on atoms 1 to 5:
1 C -0.0582
2 N 0.1206
3 N 0.2015
4 N 0.1172
5 H 0.0694

(5)
Formula: CH6BNO3
Source: the Open Molecules 2025 dataset
Level of theory: ωB97M-V with the def2-TZVPD basis set

Summary:
Relative energy (zero: lowest compared OMol25 entry of this formula, charge and spin) = 12.90 kJ/mol
Net charge = 0
Gap between HOMO and LUMO = 10.844 eV
Structure (SMILES) = O=BO.C=N.O

Bonds (Å) are listed after each position.
Atoms and positions in Å:
1 N -0.98308 0.31492 -0.14642  H7 1.123, C8 1.238
2 H 1.16300 -2.23965 0.30183  O11 0.983
3 H 0.65729 -0.81187 0.08856  O11 0.987
4 H -2.14759 0.51437 1.68306  C8 1.161
5 O 1.16781 1.64550 1.67235  B6 1.218
6 B 1.80880 1.69516 0.63731  O5 1.218, O10 1.306
7 H -1.16203 1.39592 -0.39054  N1 1.123
8 C -1.49064 -0.06135 0.91873  N1 1.238, H4 1.161, H12 1.075
9 H 2.70226 0.85432 -0.99106  O10 0.955
10 O 2.35666 1.62497 -0.54608  B6 1.306, H9 0.955
11 O 1.48725 -1.34428 0.05642  H2 0.983, H3 0.987
12 H -1.32584 -1.05540 1.29279  C8 1.075

These are the Löwdin partial charges, in e, on atoms 1 to 5:
1 N 0.0037
2 H 0.0547
3 H -0.0203
4 H 0.1048
5 O 0.1237

(6)
Formula: C5H10N2O3
Source: the Open Molecules 2025 dataset
Level of theory: ωB97M-V with the def2-TZVPD basis set

Summary:
Relative energy (zero: lowest compared OMol25 entry of this formula, charge and spin) = 161.23 kJ/mol
Net charge = 0
Gap between HOMO and LUMO = 9.692 eV
Structure (SMILES) = C[C@H](N)C(=O)NCC(=O)O

Bonds (Å) are listed after each position.
Atoms and positions in Å:
1 O 0.63827 -2.29012 1.39236  C4 1.209
2 C -2.04075 1.31150 0.95567  O14 1.366, O16 1.213, C17 1.553
3 C 2.09521 -0.09682 -0.77436  C6 1.511, H10 1.081, H13 1.140, H20 1.053
4 C 0.48952 -1.28655 0.73501  O1 1.209, C6 1.561, N8 1.306
5 H -0.37802 0.75754 -0.53202  C17 1.082
6 C 1.06954 -1.20466 -0.71230  C3 1.511, C4 1.561, H7 1.057, N9 1.415
7 H 1.59205 -2.11949 -0.80367  C6 1.057
8 N -0.17410 -0.25563 1.18520  C4 1.306, H11 1.044, C17 1.520
9 N -0.11558 -0.93726 -1.43824  C6 1.415, H12 1.006, H15 1.014
10 H 1.60908 0.86800 -0.73982  C3 1.081
11 H -0.57568 -0.46699 2.12595  N8 1.044
12 H -0.79448 -1.67158 -1.32866  N9 1.006
13 H 2.76442 0.00029 0.14381  C3 1.140
14 O -2.76075 1.93173 -0.02575  C2 1.366, H18 0.953
15 H 0.02232 -0.74545 -2.42416  N9 1.014
16 O -2.36754 0.98655 2.07812  C2 1.213
17 C -0.58448 1.03377 0.49376  C2 1.553, H5 1.082, N8 1.520, H19 1.158
18 H -3.40307 2.49260 0.39873  O14 0.953
19 H 0.10052 1.91473 0.80435  C17 1.158
20 H 2.81352 -0.22215 -1.53398  C3 1.053

These are the Löwdin partial charges, in e, on atoms 1 to 5:
1 O 0.0596
2 C -0.4576
3 C -0.0432
4 C -0.5376
5 H 0.0693

net charge of number 3 (C5H8Cl2)?
0

Which formula does entry 3 have?
C5H8Cl2

Among the records above, which one has the lowest gap between HOMO and LUMO?
C6H9N2O2

Look up the net charge of the sixth one.
0